The following is a DFT calculation (ωB97M-V with the def2-TZVPD basis set) of a molecular structure, C18H34CaN2O9P2S.

```
67
C18H34CaN2O9P2S (ωB97M-V with the def2-TZVPD basis set)
Ca 0.296 0.730 -0.005
C -1.230 -2.474 -2.567
C -2.112 -1.918 -1.482
C -2.830 -0.742 -1.671
C -3.601 -0.189 -0.651
C -4.331 1.110 -0.850
C -3.651 -0.845 0.572
C -2.940 -2.023 0.790
C -2.972 -2.694 2.138
C -2.183 -2.551 -0.245
H -0.181 -2.263 -2.343
H -1.470 -2.038 -3.538
H -1.335 -3.557 -2.646
H -2.800 -0.245 -2.636
H -3.878 1.893 -0.236
H -5.377 1.029 -0.550
H -4.299 1.427 -1.893
H -4.235 -0.417 1.380
H -3.966 -3.087 2.360
H -2.721 -1.983 2.928
H -2.259 -3.517 2.177
H -1.599 -3.448 -0.071
C 2.765 0.062 -2.140
O 1.397 0.456 -2.194
C 1.142 1.489 -3.128
C -0.357 1.700 -3.154
O -0.889 1.914 -1.852
C -1.077 3.276 -1.450
C 0.231 3.959 -1.094
O 1.019 3.038 -0.355
C 2.084 3.685 0.352
H 3.097 -0.282 -3.123
H 2.835 -0.756 -1.428
H 3.390 0.899 -1.813
H 1.478 1.187 -4.127
H 1.687 2.392 -2.835
H -0.829 0.788 -3.524
H -0.620 2.528 -3.818
H -1.716 3.226 -0.570
H -1.600 3.829 -2.235
H 0.009 4.835 -0.480
H 0.788 4.282 -1.983
H 1.665 4.402 1.058
H 2.744 4.190 -0.361
H 2.625 2.912 0.889
N 1.709 -2.587 3.499
C 2.345 -1.856 2.327
C 3.824 -2.221 2.301
P 1.428 -2.543 0.848
O 2.594 -2.872 -0.225
O 0.835 -3.814 1.365
O 0.603 -1.475 0.205
P 2.137 -0.046 2.734
O 0.660 -0.154 3.404
O 3.154 0.247 3.759
O 2.035 0.742 1.449
H 1.359 -3.490 3.123
H 0.904 -2.031 3.816
H 2.367 -2.683 4.269
H 3.971 -3.297 2.177
H 4.301 -1.878 3.219
H 4.311 -1.719 1.468
H 2.842 -3.803 -0.182
H -0.031 0.436 3.034
S -1.682 1.523 1.891
C -1.113 3.105 1.963
N -0.746 4.204 1.958
```

Calculated values
Orbital gap, hartree: 0.318
Highest occupied orbital energy, eV: -8.38
ΔE to the lowest compared entry with this formula, charge and spin, kJ/mol: 0.00
E_LUMO, hartree: 0.0104